ORCA calculation (ωB97M-V with the def2-TZVPD basis set) on the ion C20H38FN4O5 with charge -1.

Results
SMILES: [H]/N=C(\N)NCCCCN(F)[C@](CCCCCCCCCOC)(CCC(=O)O)C(=O)[O-]
net charge: -1
frontier orbital gap: 6.86 eV

Cartesian coordinates (Å):
H -3.14 -4.89 -0.19
N -2.85 -4.63 -1.12
C -2.52 -5.69 -1.74
N -2.57 -7.01 -1.13
N -2.06 -5.71 -3.04
C -2.34 -4.50 -3.84
C -1.08 -3.61 -3.98
C -1.21 -2.35 -3.11
C 0.11 -1.58 -3.14
N 0.06 -0.35 -2.36
F -0.75 -0.54 -1.22
C 1.40 0.17 -1.95
C 1.17 1.66 -1.59
C 2.14 2.24 -0.54
C 1.50 2.60 0.79
C 0.19 3.40 0.67
C -0.02 4.28 1.92
C -0.79 3.55 3.05
C 0.09 3.20 4.27
C -0.67 3.25 5.60
C -1.48 1.99 5.92
O -2.84 2.21 5.59
C -3.63 1.16 6.11
C 2.37 0.00 -3.12
C 3.63 0.88 -3.08
C 4.72 0.38 -2.16
O 5.29 1.06 -1.34
O 5.10 -0.92 -2.38
C 1.87 -0.69 -0.72
O 2.68 -1.63 -0.97
O 1.45 -0.39 0.41
H -3.47 -7.16 -0.70
H -1.88 -6.98 -0.39
H -2.45 -6.52 -3.50
H -2.59 -4.85 -4.84
H -3.20 -3.93 -3.47
H -0.26 -4.19 -3.55
H -0.86 -3.37 -5.02
H -1.50 -2.62 -2.10
H -1.97 -1.73 -3.59
H 0.24 -1.27 -4.18
H 0.89 -2.28 -2.82
H 0.13 1.77 -1.34
H 1.34 2.20 -2.53
H 2.53 3.18 -0.95
H 3.01 1.62 -0.36
H 1.37 1.74 1.45
H 2.21 3.26 1.30
H -0.61 2.67 0.69
H 0.13 3.96 -0.26
H -0.58 5.19 1.68
H 0.94 4.59 2.33
H -1.27 2.64 2.69
H -1.60 4.19 3.42
H 0.52 2.22 4.12
H 0.86 3.97 4.33
H 0.05 3.38 6.41
H -1.33 4.12 5.67
H -1.08 1.12 5.39
H -1.40 1.79 7.00
H -3.37 0.22 5.63
H -3.49 1.04 7.19
H -4.67 1.40 5.90
H 2.71 -1.02 -3.25
H 1.83 0.28 -4.04
H 4.08 0.83 -4.07
H 3.43 1.93 -2.90
H 6.04 -0.96 -2.59

ORCA calculation (ωB97M-V with the def2-TZVPD basis set) on an isolated molecule of C12H25NO4Si.

Results
SMILES: C[Si](C)(C)/C=C/CN1C[C@H](O)[C@@H](O)[C@H](O)[C@H]1CO
net charge: 0
frontier orbital gap: 8.73 eV
energy relative to the best compared isomer or geometry (same formula, charge and spin): 407.6 kJ/mol

Cartesian coordinates (Å):
C -4.10 0.98 2.37
Si -3.18 -0.11 1.16
C -4.31 -0.62 -0.25
C -2.55 -1.58 2.12
C -1.88 0.99 0.41
C -0.74 1.17 1.06
C 0.47 1.86 0.52
N 1.46 0.90 -0.04
C 1.31 -0.52 0.42
C 2.62 -1.29 0.29
O 3.19 -1.65 1.53
C 3.61 -0.49 -0.59
O 4.62 -1.39 -1.04
C 2.91 0.09 -1.85
O 3.89 0.66 -2.74
C 1.76 1.05 -1.51
C 0.56 0.81 -2.42
O 0.09 -0.51 -2.25
H -4.72 1.74 1.90
H -4.79 0.38 2.93
H -3.38 1.43 3.04
H -3.95 -1.52 -0.76
H -5.36 -0.70 0.02
H -4.29 0.18 -1.01
H -2.21 -1.25 3.09
H -3.32 -2.33 2.28
H -1.75 -2.09 1.58
H -2.06 1.47 -0.56
H -0.65 0.75 2.08
H 0.20 2.64 -0.23
H 1.03 2.36 1.33
H 0.93 -0.58 1.46
H 0.51 -0.96 -0.19
H 2.48 -2.22 -0.26
H 3.24 -0.87 2.13
H 4.07 0.32 0.00
H 4.81 -2.08 -0.35
H 2.49 -0.72 -2.44
H 4.62 0.01 -2.81
H 2.12 2.06 -1.67
H -0.28 1.47 -2.18
H 0.88 0.97 -3.47
H -0.34 -0.83 -3.06

ORCA calculation (ωB97M-V with the def2-TZVPD basis set) on an isolated molecule of C2H5N3O.

Results
SMILES: C=NO/C=N\N
net charge: 0
frontier orbital gap: 9.04 eV
energy relative to the best compared isomer or geometry (same formula, charge and spin): 585.3 kJ/mol

Cartesian coordinates (Å):
C -2.32 0.35 0.06
N -1.03 0.39 -0.07
O -0.52 -0.89 -0.05
C 0.76 -0.99 0.03
N 1.79 -0.26 0.04
N 1.45 1.18 -0.13
H -2.54 1.57 -0.01
H -3.07 -0.56 0.18
H 1.06 -2.08 0.06
H 0.42 1.18 0.34
H 2.21 1.70 0.49

ORCA calculation (ωB97M-V with the def2-TZVPD basis set) on an isolated molecule of C4H10N2O.

Results
SMILES: CN(C)C(=O)CN
net charge: 0
frontier orbital gap: 9.98 eV
energy relative to the best compared isomer or geometry (same formula, charge and spin): 185.2 kJ/mol

Cartesian coordinates (Å):
C -1.48 1.28 -1.14
N -0.51 0.77 -0.19
C 0.88 1.20 -0.28
C -0.74 -0.49 0.36
O -1.82 -0.76 0.84
C 0.41 -1.48 0.38
N 1.31 -1.43 1.55
H -1.33 0.86 -2.14
H -2.45 1.14 -0.70
H -1.30 2.34 -1.34
H 1.27 1.38 0.72
H 0.83 2.21 -0.68
H 1.53 0.57 -0.89
H 0.06 -2.50 0.19
H 0.91 -1.38 -0.60
H 1.67 -2.37 1.52
H 0.77 -1.35 2.40

In the order shown, the computed strongest force on any atom values come out to 2.0 1.5 6.3 1.4 eV Å⁻¹.
In the order shown, the computed M values come out to 433.545 275.421 87.082 102.137 g/mol.